No. 1
49
Properties=species:S:1:pos:R:3:forces:R:3:mulliken_spin:R:1 method="wB97M-V/def2-TZVPD" charge=+3 multiplicity=6 homo_ha="-0.67739 / -0.67736" homo_lumo_gap_ev="9.05 / 9.09"
Dy 0.09398 -0.59053 -0.20110 0.3 -0.1 0.1 4.933
C 1.88974 1.96047 0.23644 0.0 -0.1 0.0 -0.003
N 0.40319 1.82403 0.30439 0.0 -0.1 0.0 0.033
C -0.21342 2.74242 -0.68471 0.0 0.0 0.0 -0.003
C -0.38588 2.10560 -2.04092 0.0 0.0 0.1 -0.004
C -0.66521 2.88113 -3.14844 0.1 0.1 -0.1 0.000
C -0.89894 2.26317 -4.36675 0.0 0.0 0.0 0.000
C -0.84239 0.87584 -4.44992 0.0 0.0 -0.1 0.000
C -0.55122 0.17035 -3.31021 0.0 0.0 0.1 -0.003
N -0.33586 0.76360 -2.11356 0.0 -0.2 0.1 0.011
C -0.10570 2.12293 1.66715 0.1 0.0 0.0 -0.001
C 0.12630 0.98922 2.63058 0.0 0.0 0.0 -0.003
C 0.46040 1.22807 3.94703 0.0 0.0 0.1 -0.001
C 0.60790 0.15303 4.81436 0.0 0.0 0.0 0.000
C 0.43385 -1.13613 4.32893 0.0 0.0 0.1 -0.001
C 0.09956 -1.29592 3.00372 -0.1 0.0 -0.1 -0.003
N -0.06177 -0.25942 2.15917 0.0 0.0 -0.1 0.013
C 2.67258 0.81396 0.83998 -0.1 0.1 -0.1 0.002
C 3.70462 1.04346 1.72188 0.2 0.0 0.1 0.000
C 4.47746 -0.02809 2.15834 0.0 0.0 0.0 0.000
C 4.18742 -1.30394 1.69975 0.1 0.0 0.0 -0.001
C 3.12922 -1.46194 0.83118 0.0 0.0 0.0 -0.005
N 2.37914 -0.43164 0.40499 -0.2 0.0 -0.1 0.001
H 2.16304 2.02094 -0.81891 0.0 0.0 -0.1 0.000
H 2.19537 2.89833 0.70410 0.0 0.0 0.0 0.000
H -1.19618 3.04028 -0.31946 -0.1 0.0 0.0 -0.001
H 0.37128 3.66056 -0.77604 0.0 0.0 0.0 0.000
H -0.69991 3.95949 -3.05828 0.0 0.0 0.0 0.000
H -1.12192 2.85597 -5.24468 0.0 0.0 0.0 0.000
H -1.01314 0.35699 -5.38318 0.0 0.0 0.0 0.000
H -0.49027 -0.91207 -3.33448 0.0 0.0 0.0 -0.001
H 0.33915 3.04136 2.05644 0.0 0.0 0.0 0.000
H -1.18062 2.29357 1.59648 0.0 0.0 0.0 -0.001
H 0.59757 2.24413 4.29464 0.0 0.0 0.0 0.000
H 0.85881 0.31993 5.85462 0.0 0.0 0.0 0.000
H 0.54510 -2.00088 4.96857 0.0 0.0 0.0 0.000
H -0.05793 -2.28765 2.59505 0.0 0.0 0.0 -0.002
H 3.92098 2.05160 2.05251 0.0 0.0 0.0 0.000
H 5.29946 0.13567 2.84381 0.0 0.0 0.0 0.000
H 4.77129 -2.16134 2.00423 0.0 0.0 0.0 0.000
H 2.87157 -2.44322 0.45254 0.0 0.0 0.0 0.000
N -2.11550 -4.19091 -0.76310 0.0 -0.1 0.0 0.000
C -0.84771 -3.86067 -0.95374 0.0 0.2 0.0 0.000
N -0.00135 -4.72907 -1.48440 0.0 -0.1 0.0 0.000
O -0.43259 -2.68010 -0.62827 0.0 0.2 -0.1 0.041
H -2.47041 -5.10741 -0.99157 0.0 0.0 0.0 0.000
H -2.75548 -3.54273 -0.33676 0.0 0.0 0.0 0.000
H -0.28200 -5.66278 -1.74378 0.0 0.0 0.0 0.000
H 0.95680 -4.47193 -1.64803 0.0 0.0 0.0 0.000


No. 2
48
Properties=species:S:1:pos:R:3:forces:R:3:mulliken_charge:R:1 method="wB97M-V/def2-TZVPD" multiplicity=1 de_lowest_kj_mol=0.0 homo_ha=-0.26626 homo_lumo_gap_ev=6.65
O 1.98087 2.05038 -0.11096 -1.9 -0.3 0.1 -0.602
C 0.76584 1.98943 -0.10899 0.8 -0.2 -0.2 0.348
C -0.19578 0.83844 -0.33549 0.1 -0.7 0.2 0.745
C 0.01298 -0.54960 -0.31552 0.0 0.4 -0.2 -0.997
C -1.11827 -1.37875 -0.23846 -0.2 0.2 -0.3 -0.030
C -2.41934 -0.85306 -0.17325 0.5 0.6 -0.1 -0.332
C -2.62157 0.53847 -0.19631 0.4 -0.5 -0.3 -0.872
C -1.49558 1.34064 -0.31044 -0.6 -0.4 0.3 0.522
C -1.48082 2.81230 -0.13832 0.0 0.2 -0.1 0.203
O -2.37343 3.63004 -0.22457 1.2 -0.9 0.3 -0.590
N -0.11387 3.06681 0.15459 0.2 2.5 0.5 -0.002
S 0.38941 4.63345 0.74712 0.2 -1.0 -1.0 -0.077
C 0.50027 5.49177 -0.89237 -0.3 0.3 0.3 0.340
F 1.22558 6.65822 -0.72965 -0.5 -1.3 -0.1 -0.234
F 1.07761 4.68627 -1.81132 0.1 0.5 0.3 -0.210
H 1.02726 -0.97841 -0.30314 -0.6 0.3 -0.1 0.344
H -0.99153 -2.46163 -0.21106 0.0 0.3 0.0 0.321
H -3.27397 -1.51205 -0.07442 0.1 0.0 0.0 0.528
H -3.60382 0.99524 -0.10100 0.2 -0.2 0.0 0.455
H -0.51410 5.73762 -1.22218 0.3 0.1 -0.1 0.166
C -2.73097 -0.74826 3.02186 1.5 -1.9 0.2 -0.658
C -1.99818 -1.92286 3.00523 -1.5 1.0 0.4 0.955
N -0.62402 -2.01419 3.04130 0.9 -0.1 -0.1 0.171
C 0.04115 -3.26874 3.39061 -0.1 -0.4 0.2 -0.665
C 1.54821 -2.96224 3.55211 -0.5 -0.5 -0.1 -0.595
C 1.69284 -1.44605 3.37670 0.0 0.2 0.4 -0.742
C 0.34020 -0.91547 2.86754 -0.4 0.0 -0.5 0.325
C -2.70906 -3.29477 3.04005 0.5 -0.1 -0.1 -0.572
C -4.25754 -3.33072 3.09534 0.1 -0.6 -0.2 -0.823
C -4.93312 -2.01559 3.44903 0.1 0.4 0.2 -0.853
C -4.21181 -0.78106 2.84801 -0.9 -0.1 -0.2 -0.685
H -2.21635 0.20590 3.13859 -0.2 -0.2 -0.2 0.250
H -0.38130 -3.67036 4.33379 0.3 0.1 -0.4 0.316
H -0.10651 -4.04779 2.61387 0.0 0.3 0.3 0.265
H 1.88307 -3.31886 4.53730 0.0 0.2 -0.4 0.283
H 2.10409 -3.52565 2.79156 0.0 0.2 0.2 0.273
H 1.92400 -0.98788 4.33829 0.1 0.0 0.0 0.333
H 2.51738 -1.22068 2.69350 -0.2 0.2 0.1 0.328
H 0.44130 -0.64261 1.80110 -0.2 -0.2 0.6 -0.683
H -0.01723 0.00274 3.35346 0.2 -0.3 0.3 0.337
H -2.35151 -3.83487 3.93309 0.0 0.4 -0.2 0.343
H -2.33279 -3.94757 2.21747 -0.3 0.6 0.3 0.241
H -4.49536 -4.07810 3.86940 -0.2 0.2 -0.3 0.320
H -4.68111 -3.75532 2.16704 0.3 0.4 0.2 0.334
H -5.99598 -2.04633 3.16512 0.3 0.1 -0.2 0.362
H -4.98137 -1.94928 4.53744 0.3 0.3 0.1 0.358
H -4.45208 -0.74300 1.77073 -0.1 0.0 0.1 0.060
H -4.66500 0.12734 3.25609 0.1 -0.1 0.1 0.395


No. 3
52
Properties=species:S:1:pos:R:3:forces:R:3:mulliken_charge:R:1 method="wB97M-V/def2-TZVPD" multiplicity=1 de_lowest_kj_mol=7.6 homo_ha=-0.33078 homo_lumo_gap_ev=9.77
C 2.89691 1.81961 -2.05262 0.0 0.0 -0.2 -1.551
C 3.02674 1.10878 -0.76623 0.0 -0.3 0.8 1.033
N 3.42256 -0.12556 -0.63365 0.0 0.3 -0.8 -0.438
O 3.39283 -0.41372 0.67906 0.1 -0.2 0.1 -0.049
N 2.97507 0.63921 1.39462 -0.2 0.8 0.4 -0.533
C 2.73864 1.60604 0.55199 0.4 -0.8 -0.4 0.821
C 2.14634 2.91982 0.94408 -0.1 0.1 0.0 -1.164
N 0.76933 2.71156 1.36602 0.2 0.3 -0.1 0.083
C 0.54853 2.41785 2.76267 -0.1 -0.2 0.2 -0.879
C -0.13681 2.48037 0.38000 -0.2 0.2 0.3 0.371
O 0.13342 2.72936 -0.78503 0.0 0.0 -0.2 -0.664
C -1.47483 1.90211 0.79023 -0.1 -0.1 -0.4 -0.899
C -2.09716 1.08658 -0.34914 0.1 0.4 0.1 0.385
C -3.61916 1.16494 -0.21818 0.1 0.0 -0.1 -0.102
O -4.17165 2.18673 0.14049 0.0 0.3 0.1 -0.701
N -4.32432 0.08015 -0.58442 -0.5 -0.2 -0.1 -0.147
C -3.76942 -1.22024 -0.86920 0.4 -0.3 -0.1 -0.680
C -2.33809 -1.05383 -1.35648 -0.3 -0.2 0.1 -0.673
N -1.60583 -0.28627 -0.36757 0.0 0.0 -0.2 0.844
C -0.17076 -0.34373 -0.60004 0.0 0.2 0.0 -1.065
C 0.39556 -1.73519 -0.54341 0.1 -0.1 0.0 0.313
C 1.13365 -2.20267 -1.62503 -0.1 0.1 0.1 -0.389
C 1.72085 -3.45374 -1.61580 0.0 -0.1 0.0 -0.790
C 1.57221 -4.27682 -0.51410 0.0 0.0 -0.1 -0.657
C 0.84459 -3.83504 0.57450 -0.1 0.1 0.1 -0.816
C 0.26632 -2.57031 0.57012 0.0 -0.1 0.0 0.429
C -0.51072 -2.15854 1.79093 -0.4 -0.1 0.4 0.789
F -1.84333 -2.26319 1.62234 -0.1 -0.2 -0.1 -0.268
F -0.27817 -0.89970 2.19513 0.2 0.3 -0.1 -0.179
F -0.22912 -2.92722 2.85838 0.2 -0.2 0.0 -0.341
H 1.90311 2.26293 -2.11278 0.0 0.0 -0.1 0.296
H 3.63283 2.62043 -2.11244 0.0 0.0 -0.1 0.398
H 3.05403 1.12846 -2.87489 0.0 0.0 -0.1 0.356
H 2.71050 3.36457 1.76451 -0.1 0.0 -0.1 0.482
H 2.14712 3.58969 0.08120 0.1 -0.1 0.2 0.345
H 1.26136 2.99118 3.35348 -0.1 0.0 0.0 0.306
H 0.69423 1.35667 2.98211 0.0 0.0 0.1 0.248
H -0.45512 2.71841 3.05412 0.0 0.0 0.1 0.409
H -2.16157 2.72452 1.01215 0.1 0.0 0.0 0.443
H -1.38574 1.26362 1.66574 0.0 0.0 0.1 0.426
H -1.85191 1.60307 -1.30045 -0.1 -0.1 0.2 0.284
H -5.32359 0.14663 -0.44804 0.1 0.2 0.0 0.289
H -4.37804 -1.70886 -1.63549 0.1 0.0 0.1 0.451
H -3.77033 -1.84028 0.03503 0.0 0.0 -0.2 0.181
H -1.87481 -2.03689 -1.46040 -0.1 0.1 0.0 0.406
H -2.33066 -0.55643 -2.34319 0.0 0.0 0.0 0.368
H 0.31446 0.24593 0.17978 0.1 -0.1 -0.1 -0.441
H 0.09364 0.10995 -1.57097 0.0 0.0 0.1 0.861
H 1.25544 -1.56290 -2.48588 0.0 0.1 -0.1 0.446
H 2.29467 -3.78308 -2.46820 0.1 0.0 -0.1 0.428
H 2.02366 -5.25624 -0.49563 0.0 -0.1 0.0 0.421
H 0.73255 -4.46873 1.44055 0.0 0.0 0.1 0.511


No. 4
50
Properties=species:S:1:pos:R:3:forces:R:3:mulliken_charge:R:1 method="wB97M-V/def2-TZVPD" multiplicity=1 de_lowest_kj_mol=35.1 homo_ha=-0.31683 homo_lumo_gap_ev=9.23
C 2.89647 2.38846 -1.35581 0.0 0.1 -0.1 -1.591
C 2.29517 1.99010 -0.03631 -0.1 0.0 0.2 1.699
F 1.02129 2.54779 0.05721 -0.1 0.0 0.0 -0.349
C 2.23933 0.44911 0.09714 -0.1 0.2 0.2 -0.372
O 3.07213 -0.19350 -0.50609 0.1 -0.2 0.0 -0.643
N 1.30244 -0.13648 0.88387 0.2 0.0 -0.1 0.191
C 0.11795 0.39152 1.56401 0.0 -0.1 0.0 0.580
C -1.08732 0.42096 0.63272 -0.1 0.1 0.0 -1.671
N -1.50971 -0.92465 0.30482 -0.1 -0.1 0.0 0.442
C -1.92953 -1.34904 -0.93528 0.4 -0.1 0.1 -0.287
O -2.47839 -2.42964 -1.05955 -0.1 0.1 0.0 -0.693
C -1.58107 -0.49623 -2.14658 -0.1 0.1 0.0 0.469
C -0.08090 -0.59723 -2.43664 0.1 0.0 0.0 0.270
C 0.35014 0.31531 -3.57682 0.0 0.0 0.0 -0.978
S -0.45231 -0.09954 -5.14190 0.0 0.0 0.0 -0.153
C -2.16153 -0.03128 -4.55386 0.0 0.0 0.0 -0.791
C -2.41211 -0.92894 -3.34821 0.0 0.0 -0.1 -1.024
C -1.92266 -1.74857 1.42854 -0.1 0.0 0.0 -1.328
C -1.13685 -1.47473 2.68282 0.0 0.0 0.0 0.691
C -1.39665 -2.25760 3.80507 0.0 0.0 0.1 -0.695
C -0.70178 -2.06032 4.98267 0.0 0.0 0.0 -0.612
C 0.26873 -1.06731 5.05831 0.0 0.0 0.0 -0.697
C 0.52772 -0.28386 3.95044 0.0 0.0 0.1 -0.514
C -0.17176 -0.47981 2.76318 0.0 0.0 -0.1 -0.521
C 3.08436 2.60491 1.13092 0.0 -0.1 0.1 0.495
F 3.12901 3.93448 1.03167 0.0 0.1 -0.1 -0.268
F 2.52846 2.32189 2.32087 -0.1 -0.1 0.0 -0.203
F 4.33317 2.14355 1.14691 0.2 -0.1 0.0 -0.273
H 3.91063 2.01140 -1.43588 0.0 0.0 0.0 0.368
H 2.30350 1.95511 -2.15890 0.0 0.0 0.0 0.188
H 2.89059 3.47377 -1.44023 0.0 0.0 0.0 0.446
H 1.38198 -1.14469 0.86663 0.0 0.0 0.0 0.334
H 0.32088 1.39966 1.90632 0.0 0.1 0.0 0.858
H -1.90011 0.96812 1.12977 0.0 0.0 0.0 0.155
H -0.82046 0.95701 -0.26976 0.0 0.1 0.0 0.632
H -1.82560 0.55176 -1.94113 0.0 0.0 0.1 0.663
H 0.49728 -0.35375 -1.54243 0.0 0.0 -0.1 -0.306
H 0.14861 -1.63373 -2.69619 0.1 0.0 0.0 0.367
H 0.13536 1.36016 -3.32992 0.0 0.0 0.0 0.404
H 1.42200 0.22706 -3.75576 0.0 0.0 0.0 0.402
H -2.41849 1.00727 -4.32634 0.0 0.0 0.0 0.364
H -2.77508 -0.34344 -5.39876 0.0 0.0 0.0 0.458
H -2.17103 -1.96148 -3.60030 0.0 0.0 0.0 0.336
H -3.47205 -0.89935 -3.08725 0.0 0.0 0.0 0.443
H -2.99466 -1.61272 1.62866 0.0 0.0 0.0 0.424
H -1.80248 -2.79049 1.13593 0.0 0.0 0.0 0.515
H -2.15218 -3.03345 3.74829 0.0 0.0 0.0 0.458
H -0.91559 -2.67970 5.84411 0.0 0.0 0.0 0.387
H 0.81410 -0.90342 5.97833 0.0 0.0 0.0 0.419
H 1.27903 0.49556 4.00070 0.0 0.0 0.0 0.511


Please write out number 2 again, unchanged.
48
Properties=species:S:1:pos:R:3:forces:R:3:mulliken_charge:R:1 method="wB97M-V/def2-TZVPD" multiplicity=1 de_lowest_kj_mol=0.0 homo_ha=-0.26626 homo_lumo_gap_ev=6.65
O 1.98087 2.05038 -0.11096 -1.9 -0.3 0.1 -0.602
C 0.76584 1.98943 -0.10899 0.8 -0.2 -0.2 0.348
C -0.19578 0.83844 -0.33549 0.1 -0.7 0.2 0.745
C 0.01298 -0.54960 -0.31552 0.0 0.4 -0.2 -0.997
C -1.11827 -1.37875 -0.23846 -0.2 0.2 -0.3 -0.030
C -2.41934 -0.85306 -0.17325 0.5 0.6 -0.1 -0.332
C -2.62157 0.53847 -0.19631 0.4 -0.5 -0.3 -0.872
C -1.49558 1.34064 -0.31044 -0.6 -0.4 0.3 0.522
C -1.48082 2.81230 -0.13832 0.0 0.2 -0.1 0.203
O -2.37343 3.63004 -0.22457 1.2 -0.9 0.3 -0.590
N -0.11387 3.06681 0.15459 0.2 2.5 0.5 -0.002
S 0.38941 4.63345 0.74712 0.2 -1.0 -1.0 -0.077
C 0.50027 5.49177 -0.89237 -0.3 0.3 0.3 0.340
F 1.22558 6.65822 -0.72965 -0.5 -1.3 -0.1 -0.234
F 1.07761 4.68627 -1.81132 0.1 0.5 0.3 -0.210
H 1.02726 -0.97841 -0.30314 -0.6 0.3 -0.1 0.344
H -0.99153 -2.46163 -0.21106 0.0 0.3 0.0 0.321
H -3.27397 -1.51205 -0.07442 0.1 0.0 0.0 0.528
H -3.60382 0.99524 -0.10100 0.2 -0.2 0.0 0.455
H -0.51410 5.73762 -1.22218 0.3 0.1 -0.1 0.166
C -2.73097 -0.74826 3.02186 1.5 -1.9 0.2 -0.658
C -1.99818 -1.92286 3.00523 -1.5 1.0 0.4 0.955
N -0.62402 -2.01419 3.04130 0.9 -0.1 -0.1 0.171
C 0.04115 -3.26874 3.39061 -0.1 -0.4 0.2 -0.665
C 1.54821 -2.96224 3.55211 -0.5 -0.5 -0.1 -0.595
C 1.69284 -1.44605 3.37670 0.0 0.2 0.4 -0.742
C 0.34020 -0.91547 2.86754 -0.4 0.0 -0.5 0.325
C -2.70906 -3.29477 3.04005 0.5 -0.1 -0.1 -0.572
C -4.25754 -3.33072 3.09534 0.1 -0.6 -0.2 -0.823
C -4.93312 -2.01559 3.44903 0.1 0.4 0.2 -0.853
C -4.21181 -0.78106 2.84801 -0.9 -0.1 -0.2 -0.685
H -2.21635 0.20590 3.13859 -0.2 -0.2 -0.2 0.250
H -0.38130 -3.67036 4.33379 0.3 0.1 -0.4 0.316
H -0.10651 -4.04779 2.61387 0.0 0.3 0.3 0.265
H 1.88307 -3.31886 4.53730 0.0 0.2 -0.4 0.283
H 2.10409 -3.52565 2.79156 0.0 0.2 0.2 0.273
H 1.92400 -0.98788 4.33829 0.1 0.0 0.0 0.333
H 2.51738 -1.22068 2.69350 -0.2 0.2 0.1 0.328
H 0.44130 -0.64261 1.80110 -0.2 -0.2 0.6 -0.683
H -0.01723 0.00274 3.35346 0.2 -0.3 0.3 0.337
H -2.35151 -3.83487 3.93309 0.0 0.4 -0.2 0.343
H -2.33279 -3.94757 2.21747 -0.3 0.6 0.3 0.241
H -4.49536 -4.07810 3.86940 -0.2 0.2 -0.3 0.320
H -4.68111 -3.75532 2.16704 0.3 0.4 0.2 0.334
H -5.99598 -2.04633 3.16512 0.3 0.1 -0.2 0.362
H -4.98137 -1.94928 4.53744 0.3 0.3 0.1 0.358
H -4.45208 -0.74300 1.77073 -0.1 0.0 0.1 0.060
H -4.66500 0.12734 3.25609 0.1 -0.1 0.1 0.395